1.
Here is 4 unconnected molecules or ions with the total composition C20H58BBrFN9O5P3 at a distorted geometry from OMol25. Energies are from wB97M-V/def2-TZVPD.

Positions of all 98 atoms, in Å:
F 1.614 -2.281 7.331
B 0.486 -1.306 7.300
O -0.301 -1.654 8.517
C -1.343 -2.467 7.924
C -1.698 -1.517 6.696
Br -2.380 0.146 7.555
O -0.394 -1.450 6.106
H 1.059 -0.246 7.405
H -2.121 -2.683 8.697
H -0.859 -3.388 7.492
H -2.361 -1.939 5.904
O -1.808 2.993 5.173
P -1.764 4.447 4.691
N -0.087 4.469 4.294
C 0.924 4.004 5.241
C 0.157 3.815 3.007
N -2.180 5.154 6.215
C -1.218 5.402 7.269
C -3.402 4.601 6.804
N -1.871 6.073 3.997
C -0.836 7.080 3.943
C -3.193 6.559 3.647
H 1.919 4.047 4.788
H 0.753 2.977 5.578
H 0.988 4.653 6.111
H -0.527 4.202 2.244
H 0.011 2.731 3.072
H 1.172 4.013 2.650
H -0.773 4.474 7.651
H -1.692 5.919 8.109
H -0.425 6.074 6.935
H -3.217 3.639 7.300
H -4.161 4.440 6.034
H -3.828 5.295 7.534
H -0.176 7.054 4.810
H -1.266 8.086 3.908
H -0.222 6.960 3.044
H -3.602 7.197 4.443
H -3.884 5.726 3.498
H -3.176 7.129 2.712
O -0.247 2.156 -0.307
P 0.566 1.234 -1.228
N 2.090 1.680 -0.564
C 2.448 3.081 -0.365
C 2.353 0.956 0.686
N 0.138 2.061 -2.687
C 0.772 3.286 -3.125
C -1.308 2.172 -2.896
N 1.483 0.142 -2.274
C 2.839 0.302 -2.748
C 0.743 -0.920 -2.933
H 3.428 3.166 0.114
H 1.725 3.619 0.255
H 2.560 3.607 -1.310
H 2.177 -0.116 0.551
H 1.705 1.305 1.497
H 3.395 1.069 0.993
H 0.600 4.116 -2.427
H 0.391 3.587 -4.106
H 1.845 3.149 -3.269
H -1.746 2.988 -2.305
H -1.810 1.244 -2.610
H -1.535 2.344 -3.951
H 3.105 1.344 -2.923
H 2.989 -0.222 -3.697
H 3.553 -0.117 -2.032
H 0.480 -0.638 -3.961
H -0.185 -1.135 -2.397
H 1.318 -1.851 -2.958
O 1.988 -6.985 -7.077
P 1.123 -5.928 -6.375
N 1.153 -6.653 -4.810
C 0.833 -8.064 -4.620
C 2.418 -6.374 -4.124
N -0.304 -6.212 -7.312
C -1.249 -7.270 -7.026
C -0.078 -6.152 -8.758
N 0.270 -4.566 -5.641
C -0.614 -4.586 -4.495
C 0.250 -3.319 -6.384
H 0.959 -8.345 -3.570
H 1.462 -8.728 -5.222
H -0.210 -8.273 -4.840
H 2.649 -5.305 -4.170
H 3.251 -6.921 -4.580
H 2.357 -6.640 -3.066
H -0.800 -8.267 -7.131
H -2.106 -7.214 -7.703
H -1.672 -7.167 -6.026
H 0.359 -7.083 -9.142
H 0.603 -5.334 -9.006
H -1.014 -5.960 -9.288
H -1.193 -5.506 -4.424
H -1.339 -3.768 -4.531
H -0.042 -4.468 -3.570
H -0.684 -3.213 -6.949
H 1.079 -3.278 -7.096
H 0.359 -2.456 -5.720

- net charge = -1
- relative energy (zero: lowest compared OMol25 entry of this formula, charge and spin) (eV) = 8.6177
- spin multiplicity = 1

2.
Here is C4H6N2OS in the gas phase at a distorted geometry from OMol25. Energies are from wB97M-V/def2-TZVPD.

Positions of all 14 atoms, in Å:
O 2.007 -1.624 -0.502
C 2.185 -0.461 -0.277
C 1.298 0.372 0.636
C 0.783 1.662 -0.040
N -0.483 1.208 -0.573
C -0.945 0.114 0.081
S -2.432 -0.574 -0.103
N 0.048 -0.306 0.927
H 3.043 0.087 -0.711
H 1.860 0.611 1.548
H 0.671 2.460 0.694
H 1.488 2.020 -0.860
H -1.149 1.831 -1.028
H 0.055 -1.269 1.144

- net charge = 0
- relative energy (zero: lowest compared OMol25 entry of this formula, charge and spin) (eV) = 1.1738
- spin multiplicity = 1

3.
Here is a molecular structure, C12H41AlB6CdNO4 at a distorted geometry from OMol25. Energies are from wB97M-V/def2-TZVPD.

Positions of all 66 atoms, in Å:
Al 1.081 1.107 -2.806
Cd 0.411 -1.151 1.512
B -0.121 -0.575 -0.486
H -0.036 0.421 -0.082
H 0.881 -0.975 -0.517
H -0.749 -1.238 0.089
H -0.423 -0.521 -1.521
B 1.882 2.963 -0.450
H 1.989 1.893 -0.360
H 1.051 3.165 -1.108
H 1.613 3.359 0.517
H 2.723 3.490 -0.874
B -1.040 -0.205 2.806
H -1.405 -0.930 2.095
H -0.341 -0.660 3.490
H -0.471 0.416 2.132
H -1.859 0.302 3.292
B 2.368 -0.240 1.880
H 2.597 -0.434 0.843
H 3.235 0.246 2.299
H 1.604 0.519 1.812
H 2.021 -1.082 2.457
B 3.975 0.692 -1.711
H 4.168 1.740 -1.540
H 3.071 0.379 -1.212
H 3.913 0.458 -2.763
H 4.789 0.132 -1.280
B 0.519 -3.191 1.815
H 1.137 -2.837 1.005
H -0.483 -2.843 1.618
H 0.626 -4.265 1.843
H 0.830 -2.870 2.797
O 2.183 -1.525 -3.354
C 2.300 -2.744 -3.160
O 3.451 -3.372 -3.412
C 3.332 -4.757 -3.194
C 2.248 -4.693 -2.232
C 1.209 -3.756 -2.682
H 4.287 -5.170 -2.869
H 3.113 -5.211 -4.161
H 2.538 -4.464 -1.207
H 1.803 -5.686 -2.168
H 0.540 -3.358 -1.919
H 0.626 -4.034 -3.559
O -1.305 2.379 -0.741
C -1.772 3.049 0.124
O -2.801 3.941 -0.063
C -2.773 4.889 0.993
C -1.819 4.427 2.029
C -1.215 3.120 1.453
H -3.783 4.795 1.391
H -2.560 5.838 0.500
H -2.228 4.311 3.033
H -1.173 5.275 2.253
H -1.445 2.288 2.119
H -0.145 3.324 1.497
N -3.642 0.330 1.000
C -4.732 1.159 0.991
C -5.456 0.860 -0.102
C -4.752 -0.092 -0.811
C -3.623 -0.437 -0.097
H -2.867 0.452 1.636
H -4.981 1.902 1.733
H -6.361 1.210 -0.576
H -5.062 -0.560 -1.734
H -2.697 -0.953 -0.304

- net charge = -1
- spin multiplicity = 1

Lowest unoccupied orbital energy: 0.199, 0.444, -3.091 (eV)
Frontier orbital gap: 0.1894, 0.3227, 0.0855 (hartree)